Record 1
{"formula": "C10H19IrOS6", "method": "ωB97M-V/def2-TZVPD", "elements": ["H", "H", "C", "H", "C", "S", "H", "H", "H", "S", "S", "H", "C", "C", "S", "C", "S", "C", "S", "C", "H", "H", "O", "H", "C", "H", "H", "H", "H", "H", "H", "Ir", "C", "C", "H", "H", "H"], "xyz": [[-2.56047, 4.35564, 1.46933], [-1.04934, -4.02150, -1.29416], [-0.81915, -3.05847, -1.75346], [1.00082, -2.75286, -0.60430], [2.75627, -0.81788, -1.77567], [1.86997, 1.19422, -0.07341], [-1.12544, -3.09801, -2.79891], [2.39198, -1.13073, 0.34116], [0.39751, 0.09284, 3.22360], [-0.05858, 4.29036, -1.80550], [-1.94368, -1.81592, -1.01244], [3.84264, -0.18405, -0.03727], [-1.77532, -2.17678, 0.79223], [2.80609, -0.37512, -0.32601], [-1.14305, 0.52127, 1.41879], [1.53598, 1.11080, 1.72507], [-1.64087, 1.91847, -2.30670], [-2.15878, -0.98240, 1.64337], [1.08265, -1.15069, -2.43597], [-1.80626, 4.47365, 0.69313], [2.48704, 0.92912, 2.22527], [-0.80962, 4.46084, 1.13765], [-1.97039, 3.36552, -0.19154], [3.15779, -0.04383, -2.43117], [0.66519, -2.75979, -1.64108], [1.22356, -3.52664, -2.18312], [-3.16671, -0.64870, 1.39220], [0.77473, -0.92334, 1.82401], [1.20482, 2.11470, 1.99202], [-2.46384, -2.99642, 1.00976], [-0.76044, -2.51567, 1.00192], [-0.44022, 0.34026, -1.03840], [0.49871, 0.08273, 2.13829], [-1.25329, 3.27631, -1.27884], [3.34608, -1.72414, -1.91273], [-2.13909, -1.24269, 2.70172], [-1.95728, 5.41890, 0.17116]], "forces_ev_per_a": [[0.06, -0.08, -0.16], [-0.03, 0.03, -0.04], [0.00, 0.30, -0.05], [0.00, 0.03, -0.01], [-0.21, 0.18, 0.03], [-1.11, -0.62, -0.44], [-0.06, -0.06, -0.01], [0.05, -0.02, -0.01], [-0.10, -0.02, 0.05], [-0.83, -0.69, 0.12], [1.09, 1.56, 0.29], [-0.06, 0.02, -0.01], [0.12, -0.02, -0.28], [-0.21, 0.16, 0.11], [0.51, 0.12, -1.58], [-0.19, 0.07, -0.29], [0.60, -0.73, 0.89], [0.12, 0.16, -0.31], [-0.72, 0.46, 0.62], [0.12, 0.62, 0.46], [0.01, -0.01, 0.02], [0.00, 0.00, -0.09], [-0.41, -0.55, -0.30], [0.02, -0.07, -0.06], [0.08, 0.19, -0.01], [-0.01, 0.02, 0.04], [-0.03, 0.06, 0.12], [-0.01, -0.01, 0.00], [0.08, 0.06, 0.01], [0.03, 0.00, -0.05], [0.00, 0.01, -0.07], [0.48, -1.96, 1.29], [-0.28, -0.10, -0.20], [0.83, 0.99, 0.03], [0.03, 0.00, -0.07], [0.00, 0.03, 0.02], [0.03, -0.13, -0.05]], "mulliken_charge": [0.2596, 0.4967, -0.8093, 0.2735, -0.7702, 0.0060, 0.4329, 0.2370, 0.5628, -0.0523, 0.0365, 0.5189, -0.6280, -0.6390, 0.0984, -0.7406, -0.0255, -0.8797, -0.0177, -0.8037, 0.5148, 0.3363, -0.1862, 0.4314, -0.5823, 0.5189, 0.4218, 0.2254, 0.4147, 0.5162, 0.2929, 0.4937, -0.6799, 0.3185, 0.4935, 0.5076, 0.4060], "largest_force_ev_per_a": 2.4, "charge": 2, "lumo_ev": [-8.87, -8.62], "gap_ev": [5.48, 5.77]}

Record 2
{"formula": "C10H19Li2N2O9", "method": "ωB97M-V/def2-TZVPD", "elements": ["C", "H", "H", "N", "H", "O", "O", "C", "C", "C", "O", "H", "O", "O", "Li", "H", "H", "O", "N", "H", "H", "H", "H", "H", "H", "H", "H", "H", "Li", "C", "C", "H", "C", "O", "H", "O", "H", "C", "O", "H", "C", "C"], "xyz": [[-9.00111, -0.63048, 6.52680], [-8.35499, -3.72262, 4.92863], [-9.66262, -3.56746, 3.28182], [-11.49596, -2.71222, 3.68185], [-7.87544, -6.26316, 4.78655], [-11.40634, -2.50946, 5.95209], [-5.47898, -0.67757, 7.09010], [-7.63814, -0.53623, 7.14718], [-6.03658, -6.24176, 5.86296], [-6.57226, -1.20426, 4.97942], [-9.44080, -3.56131, 6.50283], [-5.52133, -6.21717, 4.90275], [-9.69559, -4.07176, 4.09473], [-10.07042, -1.88809, 4.73700], [-10.88813, -1.13853, 5.92669], [-9.26969, -4.90160, 3.87980], [-6.79883, -3.96141, 4.39251], [-5.59140, -1.35617, 4.15596], [-11.10280, -1.69020, 1.80187], [-11.83846, -3.50038, 4.21250], [-6.03154, -7.23114, 6.32034], [-9.88877, -3.60574, 7.34757], [-6.99005, -3.48637, 6.00238], [-11.03855, -1.97935, 4.20509], [-7.82890, -1.92771, 3.40828], [-5.48228, -5.56720, 6.51552], [-8.53802, -3.81385, 6.69636], [-10.60161, -0.93190, 2.24221], [-10.15599, -3.18248, 5.22848], [-6.56410, -0.84106, 6.45497], [-7.41194, -5.67349, 5.57747], [-7.59392, -0.17199, 8.16294], [-11.61517, -2.68299, 2.38802], [-11.99002, -3.62481, 1.73342], [-11.60075, -3.44935, 6.13471], [-10.05396, -0.35606, 7.06187], [-7.95387, -6.60395, 7.18473], [-7.76426, -1.53677, 4.41297], [-8.20676, -5.81694, 6.69660], [-11.01539, -1.80132, 0.80182], [-7.41816, -4.16623, 5.26577], [-9.02768, -1.43406, 5.14869]], "forces_ev_per_a": [[5.81, -1.57, 0.25], [1.89, -1.02, 0.73], [-0.33, 0.13, -0.44], [-6.97, -1.87, -2.78], [0.01, 0.02, -0.64], [-7.59, -6.27, 5.70], [0.41, -0.86, -1.45], [-8.28, 0.57, -0.20], [0.48, 0.97, -0.69], [3.32, -0.86, -2.90], [2.00, -1.30, 5.26], [0.37, -0.45, 0.09], [1.03, -4.62, -4.52], [9.41, 11.05, -3.47], [-2.31, 3.15, 0.61], [0.07, -0.35, 0.10], [0.49, -0.26, -0.11], [-0.82, 0.92, 3.10], [2.83, 6.20, -4.03], [-0.59, 0.48, -1.03], [-0.18, -0.17, -0.27], [-0.39, 0.39, 0.17], [0.35, -0.59, 0.54], [-3.57, 0.16, -2.19], [0.20, -0.05, -0.10], [-0.06, 0.04, 0.14], [-0.08, -0.16, 0.37], [-0.19, -0.24, 0.04], [-2.27, -4.79, 1.96], [5.96, 0.77, 0.20], [0.59, 0.84, 0.05], [0.16, 0.03, -0.06], [-1.01, -4.09, 2.96], [-1.68, -2.92, -2.27], [-1.09, 1.11, 0.70], [-1.11, 2.18, 2.19], [-0.01, -0.08, -0.02], [-6.17, 0.41, 1.46], [-1.27, -0.65, 2.04], [0.02, 0.27, 0.25], [1.94, -0.30, -1.75], [8.63, 3.81, 0.01]], "mulliken_charge": [0.2879, 0.2259, 0.2093, -0.0867, 0.2058, -1.0390, -0.7841, -0.6624, -1.5949, 0.5427, -0.3002, 0.3504, -0.4456, -1.1586, 0.7391, 0.4353, 0.5199, -0.7748, -0.3238, 0.2031, 0.4483, 0.2245, 0.6338, 0.4797, 0.2592, 0.3834, 0.1879, 0.2150, 0.6028, 0.2252, 0.9614, 0.4169, 0.5041, -0.7988, 0.2004, -0.8076, 0.3084, -0.3350, -0.4938, 0.2170, -2.2349, 0.8530], "largest_force_ev_per_a": 14.9, "charge": -1, "lumo_ev": 2.18, "gap_ev": 6.34}

Record 3
{"formula": "C10H19N2", "method": "ωB97M-V/def2-TZVPD", "elements": ["H", "H", "C", "C", "H", "H", "C", "C", "H", "H", "H", "H", "H", "C", "C", "H", "C", "H", "H", "H", "H", "C", "N", "H", "H", "C", "H", "C", "N", "H", "H"], "xyz": [[-0.98718, -2.11674, 0.00357], [3.51451, -0.42920, -0.24329], [-1.30610, -1.22911, 0.51144], [-2.83713, -1.23844, 0.23690], [-1.09025, -1.25543, 1.62432], [-1.60648, -1.18823, -2.04147], [-0.82502, -0.39460, -1.79664], [2.92376, -0.71597, 0.60711], [1.01077, 2.42564, -0.80811], [-1.24682, 2.01750, -0.31054], [0.08270, -0.84761, -2.12570], [2.48390, 1.41815, -0.76954], [-1.09445, 0.53756, -2.42190], [-2.86232, 1.03330, 0.37113], [-0.80644, -0.06241, -0.28599], [0.55406, 0.19830, 2.32538], [1.52621, -0.99813, 0.06828], [1.61969, 1.61649, 1.84958], [1.22917, 0.91797, -1.89097], [-3.26611, -2.15499, -0.02899], [-3.49569, 1.92768, 0.55108], [0.68281, 0.33050, 0.14487], [-1.64440, 1.11868, -0.14846], [-0.15473, 1.71147, 1.73170], [1.11783, -1.93986, 0.40410], [1.39885, 1.29744, -0.89505], [1.54273, -0.92963, -0.99576], [0.68102, 1.05529, 1.50326], [-3.53215, -0.18235, 0.38432], [2.93384, -0.14582, 1.56524], [3.45342, -1.77741, 0.88012]], "forces_ev_per_a": [[0.35, -0.64, 0.23], [0.63, 1.01, 0.32], [-1.74, 0.15, 1.16], [0.74, -1.47, -0.01], [-0.08, 0.22, -1.34], [0.63, 1.14, 0.40], [-2.27, 0.07, -1.16], [1.11, -3.95, 1.20], [0.51, -2.40, -0.30], [0.46, 0.67, 0.20], [0.65, 0.00, -0.30], [-0.46, -0.39, 0.39], [0.67, -1.58, 0.91], [-4.01, 0.15, -0.93], [2.54, 1.66, -1.35], [0.33, 1.78, -1.39], [0.03, 2.25, 0.24], [-1.22, -0.91, -1.07], [0.03, 0.28, -0.43], [-0.72, -1.26, -0.49], [0.84, -0.67, -0.15], [0.42, 0.92, 0.24], [-0.42, -1.24, 1.00], [-0.11, 0.22, -0.45], [-0.42, 0.10, 0.31], [-1.51, 2.02, 0.71], [0.75, -1.54, -0.88], [0.65, -2.21, 3.08], [2.65, 3.29, 1.51], [0.29, -0.10, -1.17], [-1.33, 2.42, -0.47]], "mulliken_charge": [0.5405, 0.4059, -0.6525, -0.4782, 0.2702, 0.3090, -1.3972, -1.2366, 0.3350, 0.2967, 0.4473, 0.4382, 0.3436, -0.3613, 1.4192, 0.3487, -0.5422, 0.4292, 0.4426, 0.5145, 0.4235, 0.3676, 0.0397, 0.3269, 0.4170, -1.5854, 0.2681, -1.6717, -0.0690, 0.2760, 0.3348], "largest_force_ev_per_a": 4.5, "charge": 1, "lumo_ev": [-3.20, -8.34], "de_lowest_ev": 0.000, "gap_ev": [8.41, 5.94], "spin_multiplicity": 3}